[1]
# C4H13N4O

A cluster of 2 separate species, C4H13N4O in total (wB97M-V/def2-TZVPD, OMol25).

As for the net charge: +1. For the max |F|, the calculation gives 2.47 eV Å⁻¹. Its energy above the lowest of the compared OMol25 structures with the same formula, charge and spin is 0.4746 eV. The gap between HOMO and LUMO comes out at 0.424 hartree. The total energy is -12362.414 eV.

The geometry in XYZ format:
```
22
C4H13N4O | OMol25 | wB97M-V/def2-TZVPD
C 0.502 -3.137 -2.370
C 0.791 -1.330 -0.743
N 1.510 -0.631 0.120
N 1.304 -2.279 -1.521
N -0.466 -0.922 -0.946
H 2.430 -0.935 0.375
H 1.234 0.323 0.370
H 2.218 -2.630 -1.284
H -1.146 -1.542 -1.339
H -0.692 0.024 -0.672
H -0.089 -3.839 -1.791
H 1.181 -3.679 -3.031
H -0.143 -2.624 -3.081
C -1.999 2.478 1.555
C -0.548 2.234 1.472
O -0.001 1.598 0.562
N 0.228 3.043 2.242
H -2.409 2.771 0.582
H -2.341 3.211 2.280
H 1.170 2.745 2.450
H -0.150 3.547 3.030
H -2.585 1.573 1.741
```

=====

[2]
# C4H13N4O

A cluster of 2 separate species, C4H13N4O in total (wB97M-V/def2-TZVPD, OMol25).

As for the net charge: +1. For the max |F|, the calculation gives 6.25 eV Å⁻¹. Its energy above the lowest of the compared OMol25 structures with the same formula, charge and spin is 2.9735 eV. The gap between HOMO and LUMO comes out at 0.374 hartree. The total energy is -12359.915 eV.

The geometry in XYZ format:
```
22
C4H13N4O | OMol25 | wB97M-V/def2-TZVPD
C 1.070 0.084 2.756
C 1.358 -0.638 1.555
O 0.832 -0.486 0.427
N 2.106 -1.846 1.667
H 2.011 0.452 3.289
H 0.717 -0.518 3.646
H 2.499 -2.168 0.847
H 2.321 -2.138 2.633
H 0.604 1.051 2.561
C -1.027 0.783 -3.350
C -0.994 0.527 -0.864
N -0.857 1.821 -0.420
N -1.114 0.020 -2.096
N -1.336 -0.329 0.191
H -0.574 2.617 -0.899
H -1.530 2.074 0.288
H -1.131 -1.004 -2.163
H -1.197 -1.353 0.078
H -1.183 -0.002 1.182
H -0.069 0.790 -3.719
H -1.550 1.675 -3.143
H -1.609 0.211 -3.989
```

=====

[3]
# C4H13N5

A cluster of 2 separate species, C4H13N5 in total (wB97M-V/def2-TZVPD, OMol25).

As for the net charge: +2. For the max |F|, the calculation gives 9.56 eV Å⁻¹. Its energy above the lowest of the compared OMol25 structures with the same formula, charge and spin is 5.1833 eV. The gap between HOMO and LUMO comes out at 0.349 hartree. The total energy is -11786.922 eV.

The geometry in XYZ format:
```
22
C4H13N5 | OMol25 | wB97M-V/def2-TZVPD
C 1.665 0.627 0.124
C 3.677 -0.827 -0.148
C -1.180 -1.407 -1.115
C -1.679 1.777 -0.059
N 2.609 0.019 -0.257
N 0.688 1.348 0.171
N -0.789 -0.783 0.095
N -1.615 -0.898 1.078
N -0.459 1.064 -0.509
H 4.449 -0.349 0.373
H 3.933 -1.285 -1.121
H 3.286 -1.665 0.435
H -2.274 -1.305 -1.419
H -0.578 -1.161 -1.962
H -1.046 -2.497 -0.983
H -2.562 1.215 -0.421
H -1.693 1.918 1.109
H -1.720 2.768 -0.541
H 0.737 2.190 0.880
H -1.275 -0.628 1.986
H -2.596 -1.292 0.890
H -0.220 1.254 -1.499
```